# 1
Entry from OMol25: C4H8N2OSi in the gas phase in a non-equilibrium geometry (ωB97M-V with the def2-TZVPD basis set).

XYZ file:
```
16
Properties=species:S:1:pos:R:3:forces:R:3
Si 0.367 -1.704 1.718 -0.4 -1.3 -1.9
O -0.606 -0.453 1.957 -0.7 2.6 0.4
C -1.339 0.300 1.016 1.5 -1.7 -3.0
C -0.465 0.506 -0.306 -3.0 -1.3 0.9
N -0.863 0.053 -1.474 -1.0 -0.1 0.2
C 0.028 0.519 -2.395 0.7 -0.4 -1.2
C 0.998 1.173 -1.721 2.4 1.9 -1.3
N 0.648 1.240 -0.390 0.3 -0.4 -0.1
H 0.988 -1.904 0.332 -0.4 0.3 0.7
H -0.545 -2.837 1.951 0.5 -0.5 0.3
H 1.381 -1.310 2.589 1.5 -0.3 1.3
H -1.541 1.338 1.296 -0.6 -0.6 0.8
H -2.149 -0.426 0.697 0.1 1.9 0.1
H 0.043 0.358 -3.532 -0.4 0.1 2.2
H 1.880 1.688 -2.177 -0.9 -0.5 0.9
H 1.175 1.457 0.440 0.4 0.4 -0.4
```
Forces are in eV/Å.

Values from the calculation:
SMILES string ... [SiH3]OCc1ncc[nH]1
Energy relative to the best compared isomer or geometry (same formula, charge and spin) ... 0.000 eV
HOMO level ... -0.329 hartree
Orbital gap ... 9.7 eV

***

# 2
Entry from OMol25: C4H8N2S in the gas phase in a non-equilibrium geometry (ωB97M-V with the def2-TZVPD basis set).

XYZ file:
```
15
Properties=species:S:1:pos:R:3:forces:R:3
H 1.600 -0.906 2.002 -0.2 0.7 -0.5
N 1.815 -0.410 1.120 -1.2 0.1 -1.2
C 0.780 0.090 0.515 1.6 -0.3 1.4
C 0.942 0.827 -0.814 0.6 0.3 0.8
S -0.073 0.225 -2.186 -0.3 0.1 0.0
N -0.473 0.272 1.129 -0.3 -0.6 -0.6
C -0.991 -0.702 2.055 0.4 -0.7 1.7
C -1.633 -0.572 0.738 -0.9 1.6 -0.2
H 0.577 1.865 -0.620 0.8 -0.7 -0.3
H 2.028 0.756 -1.115 -1.3 0.3 0.4
H -1.148 0.987 -1.881 0.2 -0.3 -0.2
H -0.365 -1.621 2.225 -0.7 0.9 -0.2
H -1.471 -0.302 2.995 0.6 -0.4 -1.2
H -2.552 0.078 0.675 0.9 -1.2 -0.1
H -1.476 -1.348 -0.006 -0.1 0.2 0.1
```
Forces are in eV/Å.

Values from the calculation:
SMILES string ... [H]/N=C(/CS)N1CC1
Energy relative to the best compared isomer or geometry (same formula, charge and spin) ... 2.343 eV
HOMO level ... -0.341 hartree
Orbital gap ... 10.0 eV

***

# 3
Entry from OMol25: a molecular structure, C4H8N2S in a non-equilibrium geometry (ωB97M-V with the def2-TZVPD basis set).

XYZ file:
```
15
Properties=species:S:1:pos:R:3:forces:R:3
C -1.624 -0.711 0.008 0.8 0.1 0.4
C -1.346 -2.194 0.092 0.3 -1.0 0.3
C 2.112 0.546 0.136 1.2 -0.7 0.9
C 2.382 1.721 -0.432 -1.1 -0.5 -0.6
N -2.217 0.140 0.839 0.1 0.0 -0.9
N -1.865 1.293 0.123 -1.8 2.1 2.4
S -0.902 0.556 -0.967 0.3 -1.0 -1.8
H -1.888 -2.723 0.905 -0.2 0.7 -0.6
H -0.308 -2.483 0.313 0.2 1.0 0.4
H -1.415 -2.809 -0.826 -0.9 0.8 0.1
H 1.145 0.038 0.231 0.4 0.7 -0.1
H -2.001 2.307 0.441 0.5 -2.6 -0.6
H 2.942 -0.035 0.616 -0.6 0.6 -0.6
H 3.413 2.037 -0.564 -0.2 0.2 0.2
H 1.572 2.318 -0.916 0.8 -0.5 0.4
```
Forces are in eV/Å.

Values from the calculation:
Energy relative to the best compared isomer or geometry (same formula, charge and spin) ... 4.588 eV
HOMO level ... -0.320 hartree
Orbital gap ... 9.1 eV

***

Number 1: electronic energy -631.4342 Ha, LUMO 0.73 eV. Number 2: electronic energy -664.8467 Ha, LUMO 0.75 eV. Number 3: electronic energy -664.7642 Ha, LUMO 0.42 eV.